{"formula": "C2H4N3O5", "method": "the ωB97M-V functional and the def2-TZVPD basis", "homo_lumo_gap_ev": [6.47, 6.47], "homo_ev": [-12.050, -14.666], "charge": 1, "multiplicity": 3, "species": ["C", "H", "O", "O", "O", "C", "N", "O", "H", "H", "H", "N", "N", "O"], "positions_angstrom": [[-1.308379, -1.525133, 0.311605], [-1.911809, -2.284956, 0.659422], [-1.732054, 0.727363, 0.057883], [2.230676, -1.820640, 0.014236], [0.852676, -0.203391, -0.854947], [1.952457, 1.174260, 0.556966], [1.195114, -1.308739, -0.092161], [1.471107, 0.429534, 1.391932], [2.521029, 1.998111, 0.636392], [1.806044, 1.526073, -1.511867], [-2.974081, -0.779020, 0.139884], [-2.023543, -0.449556, 0.126782], [1.773405, 0.798812, -0.814308], [0.083855, -1.849929, 0.266191]], "atomic_forces_ev_per_a": [[7.6, -0.8, 0.1], [-0.3, -2.4, 0.6], [1.1, 3.0, -0.3], [2.5, -1.6, 0.3], [-1.7, 0.3, -2.2], [-2.9, -4.5, -1.5], [-0.4, 3.8, -1.6], [0.8, 1.8, 0.0], [2.2, 3.1, 0.9], [-0.6, -0.6, -0.8], [-1.4, 0.8, -0.1], [-1.4, -0.9, -0.4], [1.6, 0.5, 3.6], [-7.0, -2.4, 1.4]], "mulliken_spin": [0.415, 0.012, 0.673, 0.412, 0.010, 0.000, 0.309, 0.015, 0.002, -0.001, -0.015, 0.175, 0.005, -0.012]}

***

{"formula": "C5H9NO3", "method": "the ωB97M-V functional and the def2-TZVPD basis", "homo_lumo_gap_ev": 8.88, "homo_ev": -8.151, "e_above_lowest_kj_mol": 425.20, "multiplicity": 1, "species": ["H", "C", "C", "O", "C", "H", "C", "H", "C", "H", "O", "N", "H", "H", "O", "H", "H", "H"], "positions_angstrom": [[0.881919, -0.381817, 2.247595], [-0.004511, -0.620821, 1.653220], [0.203846, -0.209491, 0.258567], [-2.391556, 1.819369, 0.484639], [2.013869, -0.379229, -0.367195], [-0.190435, -1.696353, 1.713694], [-2.115463, 0.827430, -0.166157], [-2.821434, -0.823533, -1.166388], [-0.307576, 0.385167, -0.737560], [2.404212, 1.360549, 0.323048], [2.769078, 0.469220, 0.437072], [-3.076549, 0.024198, -0.688270], [2.274517, -1.413757, -0.134216], [-4.051915, 0.285425, -0.583563], [2.225553, -0.092129, -1.714420], [-0.126365, 0.730298, -1.737811], [3.176028, -0.199723, -1.891937], [-0.863217, -0.084804, 2.069683]], "atomic_forces_ev_per_a": [[-0.1, 0.0, -0.1], [-0.4, 0.1, 0.0], [6.6, -1.0, -1.9], [0.7, -1.0, -0.4], [-1.9, -0.4, 1.9], [0.0, 0.1, 0.0], [1.7, 1.0, -1.3], [-0.1, 0.2, 0.0], [-7.1, 1.8, 1.1], [0.1, -0.2, 0.0], [0.0, 0.1, 0.2], [0.3, -0.3, 0.0], [0.2, 0.1, 0.1], [0.3, -0.2, 0.1], [-0.6, 0.0, 0.0], [0.6, -0.2, 0.0], [-0.4, 0.1, 0.2], [0.1, -0.1, 0.0]], "mulliken_charge": [0.311, -1.142, 0.303, -0.586, -0.096, 0.270, 0.321, 0.224, -0.278, 0.371, -0.518, -0.366, 0.369, 0.236, -0.526, 0.425, 0.323, 0.358]}

***

{"formula": "C2H7NOS", "method": "the ωB97M-V functional and the def2-TZVPD basis", "homo_lumo_gap_ev": 8.30, "homo_ev": -7.783, "e_above_lowest_kj_mol": 512.35, "multiplicity": 1, "species": ["H", "N", "H", "H", "C", "H", "O", "H", "C", "H", "H", "S"], "positions_angstrom": [[0.472774, -1.112851, -1.913696], [-1.395903, -1.433649, 0.546857], [0.577715, 1.056340, 2.081325], [-1.555898, -1.888260, 1.493012], [0.138543, 1.007811, 1.069283], [-1.158081, -0.737775, -1.707623], [1.458145, 1.370005, 0.321479], [2.239520, 0.868288, 0.437918], [-0.250509, -0.376133, -1.485644], [-0.805123, 1.542244, 0.542854], [0.071743, 0.637744, -1.709685], [0.207077, -0.933765, 0.323924]], "atomic_forces_ev_per_a": [[-0.4, 0.9, -0.6], [1.6, -0.7, 1.0], [-1.9, 0.1, 0.0], [0.9, 0.5, -1.3], [3.7, -1.8, -3.4], [-3.6, -0.7, -0.2], [-3.4, 2.5, -0.7], [0.6, -1.3, 1.0], [6.0, -1.0, 1.8], [2.5, -1.2, 1.8], [-0.3, -0.1, 0.2], [-5.9, 2.8, 0.3]], "mulliken_charge": [0.293, -0.623, 0.304, 0.163, -0.301, 0.361, -0.556, 0.300, -0.809, 0.286, 0.331, 0.251]}

***

DFT total energy across the listed records, respectively: -618.33839, -476.28222, -608.40201 Ha.
M across the listed records, respectively: 150.070, 131.131, 93.151 g/mol.